Entry 1:
Formula: C29H16Cl7N2O2SW
Source: OMol25
Level of theory: the ωB97M-V functional and the def2-TZVPD basis

- LUMO (alpha / beta) (eV) = -3.73 / -5.32
- HOMO-LUMO gap (alpha / beta) (eV) = 6.9 / 6.0
- HOMO energy (alpha / beta) (eV) = -10.63 / -11.27
- energy above the lowest of the compared OMol25 structures with the same formula, charge and spin (eV) = 1.056
- net charge = +1
- ⟨S²⟩ = 2.031
- multiplicity = 3

Each line ends with the natural charge from an NBO analysis.
Geometry (Å):
W 0.332 -0.787 0.032  1.477
C -0.263 -2.005 -3.206  -0.252
O 0.170 -0.863 -2.420  -0.535
C -0.155 0.367 -2.971  0.351
C -0.412 0.559 -4.315  -0.276
C -0.725 1.839 -4.757  -0.171
C -0.762 2.905 -3.870  -0.208
C -0.483 2.698 -2.528  -0.174
C -0.203 1.423 -2.077  0.016
N 0.183 1.125 -0.747  -0.373
N -0.645 0.913 0.312  -0.302
C -0.815 1.404 1.554  0.083
C -0.550 0.375 2.494  0.379
O -0.078 -0.767 2.001  -0.665
C -0.604 0.647 3.869  -0.268
C -0.865 1.921 4.277  -0.081
C -1.104 2.995 3.357  -0.094
C -1.341 4.303 3.809  -0.146
C -1.588 5.320 2.917  -0.193
C -1.628 5.052 1.542  -0.176
C -1.398 3.778 1.074  -0.191
C -1.108 2.741 1.972  0.003
H 0.393 -2.122 -4.061  0.205
H -1.292 -1.858 -3.519  0.206
H -0.198 -2.875 -2.572  0.214
H -0.369 -0.261 -5.019  0.236
H -0.925 1.998 -5.809  0.233
H -0.988 3.904 -4.224  0.233
H -0.449 3.533 -1.838  0.226
H -0.394 -0.148 4.572  0.247
H -0.886 2.143 5.338  0.231
H -1.335 4.499 4.876  0.226
H -1.769 6.326 3.278  0.233
H -1.858 5.849 0.846  0.229
H -1.482 3.556 0.018  0.214
Cl 0.947 -3.092 0.683  0.227
C -0.555 -3.976 0.894  -0.076
C -0.487 -5.205 1.515  -0.212
C -1.665 -5.915 1.670  -0.181
C -2.861 -5.388 1.204  -0.200
C -2.885 -4.153 0.580  -0.067
Cl -4.390 -3.537 0.003  0.056
C -1.718 -3.404 0.408  -0.134
S -1.763 -1.854 -0.425  0.042
H 0.460 -5.594 1.871  0.245
H -1.650 -6.881 2.159  0.240
H -3.788 -5.936 1.322  0.247
Cl 2.207 1.155 1.412  0.100
C 3.147 0.233 0.277  -0.051
C 2.467 -0.752 -0.439  -0.466
C 3.285 -1.547 -1.253  0.057
Cl 2.648 -2.911 -2.117  0.028
C 4.658 -1.329 -1.375  -0.122
Cl 5.610 -2.340 -2.380  0.087
C 5.267 -0.293 -0.672  -0.063
Cl 6.946 -0.011 -0.822  0.100
C 4.502 0.494 0.179  -0.084
Cl 5.214 1.750 1.099  0.088

Forces on atoms 1 to 3 (eV/Å):
W -1.50 0.38 0.12
C 0.12 0.18 0.03
O -0.05 -0.29 0.06

Entry 2:
Formula: C32H20ClINO13P
Source: OMol25
Level of theory: the ωB97M-V functional and the def2-TZVPD basis

- LUMO (eV) = -1.85
- HOMO-LUMO gap (eV) = 8.1
- HOMO energy (eV) = -9.95
- energy above the lowest of the compared OMol25 structures with the same formula, charge and spin (eV) = 0.000
- net charge = 0
- multiplicity = 1

Each line ends with the natural charge from an NBO analysis.
Geometry (Å):
N -4.107 -4.185 0.991  -0.315
C -3.141 -3.979 0.406  0.509
O -2.022 -3.925 -0.274  -0.730
P -0.885 -2.875 0.290  1.189
Cl -0.523 -1.537 -1.095  -0.120
I 1.103 -4.116 0.583  0.096
C -1.395 -1.991 1.952  0.618
O -2.160 -1.074 1.749  -0.600
O -0.866 -2.527 2.903  -0.639
C 1.836 4.123 -1.567  -0.235
C 1.748 2.981 -0.889  -0.235
C 0.545 2.120 -0.976  0.483
O 0.465 1.079 -0.354  -0.521
C -0.564 2.575 -1.850  -0.233
C -0.485 3.713 -2.534  -0.234
C 0.724 4.575 -2.443  0.481
O 0.798 5.616 -3.062  -0.498
H 2.711 4.765 -1.511  0.266
H 2.543 2.628 -0.244  0.228
H -1.433 1.929 -1.897  0.227
H -1.280 4.067 -3.179  0.257
C 1.689 -8.737 0.713  -0.242
C 1.515 -9.893 1.345  -0.210
C 0.261 -10.676 1.188  0.475
O 0.102 -11.729 1.765  -0.480
C -0.788 -10.117 0.297  -0.226
C -0.612 -8.960 -0.335  -0.220
C 0.640 -8.180 -0.177  0.484
O 0.799 -7.123 -0.753  -0.513
H 2.593 -8.150 0.814  0.229
H 2.265 -10.319 1.999  0.233
H -1.692 -10.702 0.197  0.236
H -1.363 -8.532 -0.987  0.233
C 6.894 8.169 -0.568  -0.224
C 5.714 7.572 -0.428  -0.225
C 5.420 6.287 -1.107  0.494
O 4.342 5.743 -0.979  -0.520
C 6.486 5.689 -1.947  -0.240
C 7.666 6.286 -2.088  -0.210
C 7.965 7.574 -1.409  0.473
O 9.039 8.116 -1.536  -0.476
H 7.132 9.108 -0.084  0.236
H 4.919 7.986 0.179  0.234
H 6.246 4.751 -2.431  0.234
H 8.460 5.870 -2.696  0.234
C -3.384 8.515 -3.255  -0.231
C -2.658 7.457 -3.607  -0.225
C -3.303 6.218 -4.106  0.484
O -2.634 5.257 -4.424  -0.511
C -4.784 6.197 -4.201  -0.226
C -5.509 7.255 -3.849  -0.226
C -4.866 8.499 -3.349  0.476
O -5.528 9.462 -3.030  -0.482
H -2.938 9.430 -2.887  0.234
H -1.576 7.441 -3.549  0.246
H -5.228 5.282 -4.569  0.232
H -6.590 7.266 -3.908  0.234
C -2.015 -5.052 4.641  -0.238
C -1.992 -4.745 5.935  -0.222
C -2.502 -5.689 6.960  0.476
O -2.486 -5.415 8.140  -0.491
C -3.038 -6.993 6.485  -0.232
C -3.060 -7.301 5.192  -0.224
C -2.548 -6.354 4.169  0.481
O -2.561 -6.639 2.989  -0.506
H -1.651 -4.375 3.880  0.257
H -1.606 -3.801 6.299  0.236
H -3.404 -7.666 7.250  0.231
H -3.444 -8.244 4.824  0.228

Forces on atoms 1 to 3 (eV/Å):
N -0.09 0.26 -0.03
C 0.00 -0.65 -0.06
O -0.12 0.35 -0.11

Entry 3:
Formula: C53H52BeN3P3STe
Source: OMol25
Level of theory: the ωB97M-V functional and the def2-TZVPD basis

- LUMO (eV) = -4.90
- HOMO-LUMO gap (eV) = 7.3
- HOMO energy (eV) = -12.15
- energy above the lowest of the compared OMol25 structures with the same formula, charge and spin (eV) = 0.000
- net charge = +2
- multiplicity = 1

Each line ends with the Löwdin charge.
Geometry (Å):
Be 0.088 0.557 0.544  -0.111
N -2.779 0.676 1.595  -0.120
P -2.708 -0.905 0.771  1.036
C -3.964 -0.746 -0.513  -0.432
C -4.435 0.481 -0.945  -0.094
C -5.398 0.556 -1.970  -0.050
C -5.849 -0.621 -2.558  -0.063
C -5.348 -1.851 -2.128  -0.060
C -4.416 -1.905 -1.114  -0.102
C -3.690 -1.695 2.132  -0.371
C -3.128 -2.711 2.921  -0.094
C -3.805 -3.157 4.107  -0.042
C -5.008 -2.562 4.412  -0.069
C -5.582 -1.629 3.582  -0.062
C -4.925 -1.169 2.479  -0.109
C -2.190 1.836 1.274  -0.415
C -2.839 3.025 1.581  -0.001
C -2.476 4.236 1.064  0.005
C -1.297 4.230 0.308  -0.043
C -0.619 3.087 0.134  -0.095
N -1.035 1.840 0.587  0.026
H -3.602 0.754 2.208  0.105
H -4.122 1.383 -0.430  0.092
H -5.734 1.515 -2.298  0.103
H -6.661 -0.583 -3.299  0.123
H -5.690 -2.744 -2.621  0.114
H -4.050 -2.862 -0.769  0.115
H -2.154 -3.127 2.705  0.082
H -3.347 -3.952 4.662  0.108
H -5.508 -2.883 5.315  0.118
H -6.538 -1.214 3.822  0.115
H -5.358 -0.391 1.869  0.112
H -3.765 2.999 2.142  0.133
H -3.006 5.145 1.208  0.123
H -0.884 5.117 -0.161  0.128
H 0.316 3.101 -0.406  0.076
C 2.647 1.003 -7.648  -0.414
S 1.271 0.527 -6.616  0.830
C 1.766 1.186 -5.019  -0.530
C 0.540 1.107 -4.131  -0.286
C 0.632 1.412 -2.651  -0.254
N 1.470 0.355 -1.914  -0.335
P 2.071 1.001 -0.395  1.009
C 2.781 2.630 -0.577  -0.382
C 2.999 3.307 0.626  -0.090
C 3.654 4.542 0.609  -0.054
C 4.089 5.078 -0.599  -0.049
C 3.919 4.378 -1.794  -0.048
C 3.291 3.143 -1.790  -0.081
C 3.547 0.001 -0.004  -0.351
C 3.729 -0.763 1.109  -0.108
C 4.882 -1.488 1.248  -0.057
C 5.860 -1.479 0.263  -0.049
C 5.746 -0.644 -0.824  -0.035
C 4.581 0.097 -0.910  -0.091
P 0.315 -0.830 -1.243  0.999
C -0.624 -1.442 -2.671  -0.334
C -1.790 -0.791 -3.074  -0.107
C -2.397 -1.170 -4.267  -0.047
C -1.770 -2.119 -5.061  -0.028
C -0.563 -2.735 -4.654  -0.036
C 0.016 -2.366 -3.469  -0.085
C 1.333 -2.218 -0.780  -0.406
C 2.536 -2.549 -1.385  -0.095
C 3.244 -3.724 -1.014  -0.032
C 2.654 -4.538 -0.072  -0.077
C 1.454 -4.248 0.517  -0.062
C 0.811 -3.053 0.207  -0.144
H 2.385 0.554 -8.615  0.038
H 3.592 0.550 -7.307  0.048
H 2.639 2.090 -7.668  0.035
H 2.203 2.222 -5.069  0.098
H 2.565 0.606 -4.546  0.074
H 0.218 0.073 -4.264  0.059
H -0.228 1.732 -4.560  0.117
H -0.371 1.461 -2.223  0.082
H 1.071 2.381 -2.423  0.081
H 2.724 2.874 1.578  0.101
H 3.852 5.022 1.578  0.122
H 4.566 6.068 -0.560  0.125
H 4.285 4.827 -2.691  0.110
H 3.146 2.568 -2.739  0.113
H 2.940 -0.851 1.860  0.059
H 4.953 -2.123 2.111  0.116
H 6.714 -2.138 0.359  0.120
H 6.468 -0.550 -1.598  0.112
H 4.450 0.737 -1.752  0.095
H -2.235 -0.091 -2.414  0.077
H -3.314 -0.653 -4.522  0.114
H -2.172 -2.356 -6.043  0.119
H -0.067 -3.473 -5.283  0.123
H 0.929 -2.839 -3.215  0.094
H 2.951 -1.870 -2.124  0.109
H 4.202 -3.997 -1.471  0.124
H 3.098 -5.496 0.205  0.122
H 0.961 -4.969 1.163  0.118
H -0.201 -2.853 0.577  0.056
C 1.482 0.549 4.008  -0.348
Te 0.188 -0.682 2.775  1.448
C -1.236 0.027 4.217  -0.366
C -0.464 0.049 5.490  -0.303
C -1.021 -0.235 6.752  -0.002
C -0.191 -0.187 7.864  -0.069
C 1.098 0.235 7.755  -0.070
C 1.665 0.559 6.528  -0.016
C 0.872 0.412 5.399  -0.296
H 1.432 1.585 3.635  0.066
H 2.514 0.199 3.947  0.057
H -2.113 -0.630 4.305  0.058
H -1.546 1.039 3.905  0.071
H -2.018 -0.540 6.892  0.103
H -0.563 -0.531 8.822  0.118
H 1.705 0.288 8.644  0.114
H 2.683 0.913 6.494  0.120

Forces on atoms 1 to 3 (eV/Å):
Be -0.33 -0.21 0.22
N -0.84 -1.34 0.30
P -0.17 0.01 1.32

Entry 4:
Formula: C7H7N6O4
Source: OMol25
Level of theory: the ωB97M-V functional and the def2-TZVPD basis

- LUMO (eV) = 1.50
- HOMO-LUMO gap (eV) = 4.9
- HOMO energy (eV) = -3.39
- net charge = -1
- multiplicity = 1

Each line ends with the natural charge from an NBO analysis.
Geometry (Å):
C -1.225 -1.287 -2.047  -0.641
C -1.803 -0.327 -1.134  -0.255
N -2.785 -0.806 -0.329  0.427
O -3.436 -0.107 0.488  -0.574
O -3.004 -2.050 -0.485  -0.588
H -0.511 -0.778 -2.706  0.182
H -0.716 -2.067 -1.459  0.203
H -1.988 -1.790 -2.661  0.215
H -1.535 0.722 -1.113  0.196
O -0.716 2.703 -0.828  -0.386
N 0.528 2.519 -0.759  0.504
C 0.966 1.471 0.104  -0.070
C -0.002 0.753 0.778  0.112
N 0.430 -0.277 1.554  -0.201
N -0.342 -1.044 2.395  -0.032
N 0.482 -1.877 2.967  -0.033
N 1.784 -1.703 2.552  -0.323
C 1.754 -0.685 1.673  0.298
C 2.731 0.017 0.923  -0.264
C 2.348 1.088 0.156  -0.153
O 1.330 3.242 -1.383  -0.411
H -1.067 0.975 0.784  0.311
H 3.742 -0.357 0.991  0.236
H 3.035 1.666 -0.461  0.250

Forces on atoms 1 to 3 (eV/Å):
C 0.88 -0.64 -0.72
C -0.79 1.08 1.26
N 0.90 -0.47 -1.12

Number 1: F_max 1.55 eV Å⁻¹. Number 2: F_max 2.59 eV Å⁻¹. Number 3: F_max 2.69 eV Å⁻¹. Number 4: F_max 2.93 eV Å⁻¹.